Entry from the OMol25 dataset: a 11-piece molecular cluster, C3H25NO10 overall (ωB97M-V/def2-TZVPD).

The geometry in XYZ format:
```
39
Properties=species:S:1:pos:R:3:forces:R:3
H -1.8125 3.3043 -0.5065 -0.5 -0.5 0.9
H -0.0611 -3.2667 -1.6832 -0.6 -0.6 -0.1
H 0.2237 3.4509 1.6592 -0.1 0.5 -0.3
H 3.6298 0.3019 -2.1256 -0.5 0.2 -0.4
O -2.3816 2.7558 0.0880 0.0 0.1 -0.2
N 0.9358 -1.5595 -1.3369 -1.2 -1.1 1.1
H -1.9557 -0.3340 -1.8303 0.6 -0.2 -0.2
H 0.7884 -2.8841 0.7246 -0.3 0.2 -0.2
O -1.8268 -2.7348 -0.0701 0.4 0.7 -0.1
C 0.4012 -2.4114 -2.1128 2.0 2.1 -1.5
H -2.6556 0.6563 0.0013 -0.6 -0.1 0.6
C 1.6160 -0.4387 -1.7720 0.7 0.3 -1.5
H 0.5754 -2.1975 -3.2237 -0.8 -1.0 1.2
O -0.4439 2.8268 1.9501 0.6 0.4 0.6
H 2.1643 1.1647 1.0722 0.7 0.2 0.0
H 0.1406 2.1063 2.2309 -0.6 -0.1 0.1
O 2.1782 2.1474 1.0099 -0.9 0.8 0.0
O -0.7014 0.4009 2.3246 -1.7 -0.7 -0.2
H 1.0226 0.4039 -2.1051 -0.1 0.3 0.5
H -2.8842 -1.0770 -2.6661 0.6 -0.4 -0.3
O -2.7385 -0.2381 0.4032 0.5 0.6 -0.3
H 2.2532 -0.8651 0.6471 0.0 -0.3 -0.4
H -0.1947 2.3495 -0.3793 0.6 -0.4 0.7
O 0.8594 -3.1888 1.6339 0.0 0.2 0.7
O 2.4723 -0.3796 1.4450 -0.4 -0.2 0.4
H -3.6394 -0.4095 0.6834 -0.3 0.5 -0.2
C 2.9328 -0.5041 -1.9419 -0.1 0.9 0.5
H 1.0917 3.2876 -0.5102 -0.1 -0.8 0.4
O -1.9213 -1.0331 -2.5075 -1.3 0.9 0.3
H -1.6421 0.5617 2.0156 1.7 0.0 0.3
H 3.3787 -1.4178 -1.6792 0.7 -1.2 0.3
H 1.7467 -0.6233 2.0417 0.3 -0.1 0.0
H -1.6332 -1.8040 -0.3343 -0.1 -1.1 0.2
H -2.7266 -2.6398 0.2470 -0.1 -0.3 0.1
H -0.7582 -0.5442 2.5023 0.3 -0.1 0.1
H 3.0489 2.4765 0.8084 0.5 -0.4 0.1
O 0.1884 3.1194 -0.7900 -0.4 1.1 -1.5
H 0.0197 -2.9734 2.0719 0.3 -0.2 -0.6
H -2.0459 2.8999 1.0063 0.2 0.0 -1.0
```
Forces are in eV/Å.

Properties
Largest force on an atom in eV/A: 3.3
Molar mass in u: 235.23
Charge: 0
Structure (SMILES): C=CN=C.O.O.O.O.O.O.O.O.O.O
LUMO energy in eV: -0.09
Energy above the lowest of the compared OMol25 structures with the same formula, charge and spin in kcal per mole: 79.08
Calculated total energy in Ha: -936.38848